This record from the Open Molecules 2025 dataset describes a cluster of 8 separate species, H16O8 in total. The level of theory is the ωB97M-V functional and the def2-TZVPD basis.

CARTESIAN COORDINATES (ANGSTROEM)
O -12.65 -28.54 -8.85
H -13.31 -28.42 -9.53
H -12.32 -27.65 -8.69
O -7.91 -23.90 -9.78
H -7.53 -23.41 -10.51
H -7.90 -23.27 -9.05
O -9.75 -20.36 -8.57
H -9.51 -19.61 -9.12
H -10.66 -20.55 -8.81
O -14.10 -20.12 -8.03
H -14.38 -20.59 -7.24
H -14.77 -20.33 -8.68
O -9.74 -28.55 -12.74
H -9.45 -28.04 -11.99
H -9.50 -29.45 -12.52
O -7.29 -27.24 -7.71
H -7.46 -26.51 -8.31
H -6.72 -26.87 -7.04
O -12.16 -24.37 -9.07
H -11.37 -24.26 -9.59
H -12.56 -23.50 -9.05
O -16.91 -22.08 -10.61
H -17.71 -21.58 -10.77
H -16.96 -22.80 -11.24

Properties
**E**: -16639.3224 eV
**SMILES**: O.O.O.O.O.O.O.O
**Frontier orbital gap**: 11.384 eV
**Energy above the lowest of the compared OMol25 structures with the same formula, charge and spin**: 2.688 eV
**Total charge**: 0

***

This record from the Open Molecules 2025 dataset describes a cluster of 8 separate species, H16O8 in total. The level of theory is the ωB97M-V functional and the def2-TZVPD basis.

CARTESIAN COORDINATES (ANGSTROEM)
H 1.12 -1.76 -1.39
H 1.48 -0.30 -1.59
H -0.44 -0.13 0.97
H 1.06 0.11 1.10
H -0.70 2.16 -1.44
H -0.27 3.32 -0.55
H -4.18 -2.12 0.70
H -3.02 -2.28 -0.27
H -2.34 1.02 -1.22
H -3.30 0.43 -0.20
H -0.16 2.03 1.64
H 1.03 2.43 0.78
H 3.59 0.20 0.34
H 3.32 0.10 -1.15
H 2.22 -3.19 0.78
H 0.94 -2.48 1.19
O 0.74 -0.87 -1.35
O 0.24 0.17 1.59
O -0.92 2.61 -0.61
O -3.23 -1.97 0.62
O -2.92 0.26 -1.07
O 0.25 2.80 1.22
O 4.04 0.14 -0.51
O 1.48 -2.68 0.42

Properties
**E**: -16638.5535 eV
**SMILES**: O.O.O.O.O.O.O.O
**Frontier orbital gap**: 9.698 eV
**Energy above the lowest of the compared OMol25 structures with the same formula, charge and spin**: 3.457 eV
**Total charge**: 0

***

This record from the Open Molecules 2025 dataset describes a structure of composition H16O8Pb. The level of theory is the ωB97M-V functional and the def2-TZVPD basis.

CARTESIAN COORDINATES (ANGSTROEM)
Pb 0.08 0.00 0.16
O -0.40 -1.78 1.59
H -1.14 -2.39 1.38
H 0.26 -2.38 1.98
O -2.45 -0.64 -0.17
H -2.83 -0.42 0.65
H -3.27 -0.80 -0.66
O -0.79 2.22 -0.47
H -0.55 3.12 -0.55
H -1.66 2.12 -0.94
O 1.43 -1.84 -0.76
H 1.29 -2.78 -0.55
H 2.25 -1.78 -1.24
O -0.52 -0.20 -2.24
H -0.74 -1.03 -2.65
H -0.59 0.41 -2.96
O 1.67 1.05 -1.38
H 2.42 1.67 -1.45
H 1.12 1.27 -2.13
O 1.91 0.29 1.50
H 2.81 0.56 1.31
H 1.98 -0.21 2.38
O -0.66 1.00 2.11
H -1.10 1.86 2.08
H -0.51 0.68 3.03

Properties
**E**: -21872.8010 eV
**Frontier orbital gap**: 10.092 eV
**Energy above the lowest of the compared OMol25 structures with the same formula, charge and spin**: 1.666 eV
**Total charge**: +2

***

This record from the Open Molecules 2025 dataset describes a structure of composition H16O8Sr. The level of theory is the ωB97M-V functional and the def2-TZVPD basis.

CARTESIAN COORDINATES (ANGSTROEM)
Sr 0.06 -0.09 0.14
O 1.47 -0.21 -2.05
H 1.10 -0.30 -2.92
H 2.35 -0.15 -2.31
O 0.00 0.97 2.59
H -0.35 1.86 2.67
H -0.57 0.39 3.14
O -0.15 -2.63 -0.47
H -0.21 -2.70 -1.45
H 0.11 -3.48 -0.16
O -2.26 -0.53 1.25
H -2.54 -0.03 1.98
H -2.98 -0.33 0.67
O 2.19 -1.39 1.00
H 2.26 -1.96 1.76
H 3.03 -0.86 0.83
O -1.64 -0.48 -1.68
H -2.26 -1.23 -1.85
H -1.72 0.18 -2.41
O 1.88 1.79 0.22
H 2.78 1.54 0.14
H 1.81 2.41 -0.52
O -1.39 2.10 0.00
H -0.85 2.83 -0.08
H -2.15 2.28 -0.50

Properties
**E**: -17465.1857 eV
**Frontier orbital gap**: 12.387 eV
**Energy above the lowest of the compared OMol25 structures with the same formula, charge and spin**: 0.953 eV
**Total charge**: +2

***

This record from the Open Molecules 2025 dataset describes a cluster of 9 separate species, H17O8 in total. The level of theory is the ωB97M-V functional and the def2-TZVPD basis.

CARTESIAN COORDINATES (ANGSTROEM)
O -2.94 0.52 0.05
H -2.62 0.08 0.91
H -3.85 0.90 0.17
O -1.19 -0.04 2.39
H -1.04 0.92 2.36
H 1.33 -0.02 1.66
O 1.72 2.12 0.35
H 1.71 1.28 0.88
H 2.54 2.56 0.64
O 2.91 -1.23 -2.00
H 3.72 -1.78 -1.93
H -0.43 0.40 -1.34
O -0.04 -0.20 -2.02
H 0.91 -0.40 -1.95
H -1.95 -1.03 -0.78
O 1.11 -2.51 0.32
H 1.40 -1.99 1.06
H 2.36 -1.85 -1.46
O -0.90 2.71 -0.05
H -1.17 3.46 -0.59
H 0.07 2.80 0.03
O -1.57 -1.81 -0.31
H 0.24 -2.12 0.14
H -2.09 -2.62 -0.54
H -0.23 -0.15 2.01

Properties
**E**: -16626.1764 eV
**2S+1**: 2
**Frontier orbital gap (alpha / beta)**: 3.560 / 3.771 eV
**Energy above the lowest of the compared OMol25 structures with the same formula, charge and spin**: 8.982 eV
**Total charge**: +2
**Expectation value of S²**: 1.20

***

This record from the Open Molecules 2025 dataset describes a structure of composition H17O9. The level of theory is the ωB97M-V functional and the def2-TZVPD basis.

CARTESIAN COORDINATES (ANGSTROEM)
O -0.08 2.77 -1.57
H -0.10 1.52 -1.25
H -0.52 2.85 -2.41
O 1.82 -2.64 1.39
H 1.62 -3.50 1.02
O 0.22 -0.68 2.61
H 1.18 -0.59 2.68
H -0.03 0.25 2.54
O -0.91 -2.81 0.96
H -0.72 -2.82 -0.06
H -1.22 -1.91 1.09
O -0.54 3.12 1.44
H -0.71 2.61 0.63
H 0.30 3.55 1.25
O 1.59 0.54 1.05
H 0.94 0.17 0.44
H 2.20 1.05 0.50
O -0.56 0.48 -0.87
H -1.38 0.94 -0.63
H 1.03 -2.43 1.90
O -0.15 -1.97 -1.20
H 0.81 -2.11 -1.22
H -0.18 -1.11 -0.67
O -1.83 0.80 -3.43
H -1.42 0.28 -2.72
H -1.38 1.64 -3.43

Properties
**E**: -18704.7766 eV
**Frontier orbital gap**: 9.224 eV
**Energy above the lowest of the compared OMol25 structures with the same formula, charge and spin**: 1.748 eV
**Total charge**: -1

***

This record from the Open Molecules 2025 dataset describes a structure of composition H18HfO9. The level of theory is the ωB97M-V functional and the def2-TZVPD basis.

CARTESIAN COORDINATES (ANGSTROEM)
Hf -0.10 0.15 0.06
O -1.14 -4.14 0.10
H -0.60 -4.93 0.11
H -2.02 -4.44 0.31
O 0.72 3.36 3.07
H 1.07 3.45 3.96
H 0.44 4.25 2.83
O -1.52 3.70 -2.08
H -2.46 3.78 -2.23
H -1.15 4.49 -2.48
O -0.61 -0.74 -4.37
H -1.03 -0.30 -5.10
H -0.42 -1.62 -4.70
O -4.49 -0.60 -0.88
H -4.81 -0.93 -1.72
H -5.29 -0.49 -0.36
O -2.30 -0.54 3.91
H -2.77 0.17 4.36
H -2.56 -1.33 4.38
O 3.40 -2.09 -1.66
H 4.26 -2.16 -1.23
H 3.49 -2.63 -2.45
O 2.78 -1.59 3.20
H 3.69 -1.86 3.10
H 2.50 -2.00 4.02
O 3.36 2.77 -1.25
H 3.87 3.40 -0.74
H 3.69 2.85 -2.14

Properties
**E**: -19964.3919 eV
**Frontier orbital gap**: 2.187 eV
**Energy above the lowest of the compared OMol25 structures with the same formula, charge and spin**: 21.164 eV
**Total charge**: +4

***

This record from the Open Molecules 2025 dataset describes a cluster of 8 separate species, H18NO7 in total. The level of theory is the ωB97M-V functional and the def2-TZVPD basis.

CARTESIAN COORDINATES (ANGSTROEM)
N 7.31 33.74 13.58
H 8.22 33.80 13.40
H 7.19 32.88 14.00
H 6.70 33.79 12.55
H 7.04 34.41 14.23
O 10.64 35.09 11.54
H 10.88 34.56 12.26
H 11.30 34.82 10.73
O 5.53 31.29 12.32
H 6.07 31.34 11.48
H 4.56 31.47 12.05
O 4.06 36.09 15.19
H 4.22 35.12 14.84
H 3.12 36.25 15.18
O 5.10 33.21 15.45
H 4.19 33.19 14.89
H 5.42 32.21 15.66
O 8.26 33.26 10.42
H 7.79 32.37 10.41
H 9.14 33.33 9.81
O 10.76 33.44 13.95
H 11.47 33.78 14.42
H 10.85 32.49 13.82
O 8.74 33.46 16.37
H 8.40 34.38 16.38
H 9.51 33.63 15.83

Properties
**E**: -16106.2218 eV
**Frontier orbital gap**: 10.520 eV
**Energy above the lowest of the compared OMol25 structures with the same formula, charge and spin**: 5.154 eV
**Total charge**: +1

***

This record from the Open Molecules 2025 dataset describes a structure of composition H18Na4O13S. The level of theory is the ωB97M-V functional and the def2-TZVPD basis.

CARTESIAN COORDINATES (ANGSTROEM)
Na -2.60 -0.66 -1.38
Na 0.04 1.53 3.75
Na -2.59 2.11 1.90
Na -1.94 -1.10 3.34
S -0.31 0.18 0.62
O -1.10 1.04 -0.19
O -0.38 -1.23 0.24
O 1.06 0.69 0.54
O -0.86 0.38 1.93
O 0.69 1.99 -2.08
H 1.55 1.63 -1.84
H 0.14 1.83 -1.31
O 1.75 3.19 0.65
H 1.45 2.28 0.67
H 1.02 3.68 0.28
O -2.93 3.23 -0.75
H -2.47 2.49 -1.13
H -3.74 2.86 -0.40
O -1.32 -3.14 1.89
H -1.00 -2.58 1.18
H -2.24 -3.30 1.67
O -1.55 -3.06 -1.30
H -1.04 -3.42 -2.02
H -0.94 -2.47 -0.85
O 3.35 0.08 1.44
H 3.16 0.24 2.36
H 2.54 0.32 0.98
O -0.75 -0.53 -2.94
H -0.67 -0.46 -3.89
H -0.27 0.23 -2.60
O 2.51 -0.26 -1.57
H 2.07 -0.18 -0.72
H 1.99 -0.90 -2.05
O 1.95 -2.57 1.10
H 2.25 -1.95 1.76
H 1.15 -2.18 0.74

Properties
**E**: -55408.6872 eV
**2S+1**: 2
**Frontier orbital gap (alpha / beta)**: 4.456 / 8.117 eV
**Energy above the lowest of the compared OMol25 structures with the same formula, charge and spin**: 0.573 eV
**Total charge**: +1
**Expectation value of S²**: 0.75

***

This record from the Open Molecules 2025 dataset describes a structure of composition H18NeO9. The level of theory is the ωB97M-V functional and the def2-TZVPD basis.

CARTESIAN COORDINATES (ANGSTROEM)
Ne -0.26 -0.01 0.47
O -1.32 -3.63 1.00
H -0.43 -3.60 0.64
H -1.82 -4.14 0.37
O 3.01 0.41 1.61
H 2.55 -0.21 1.06
H 3.45 1.00 0.99
O 0.98 2.00 2.88
H 0.56 2.18 2.04
H 1.70 1.41 2.67
O -1.50 2.28 -1.46
H -1.78 1.73 -0.73
H -2.30 2.39 -1.99
O -2.81 1.27 0.65
H -2.81 0.76 1.46
H -3.72 1.52 0.52
O -1.10 -0.23 -2.81
H -0.34 -0.54 -2.32
H -1.48 0.45 -2.26
O 1.14 -1.59 -2.22
H 1.19 -2.06 -1.38
H 2.00 -1.21 -2.34
O -0.06 3.42 0.75
H 0.71 3.91 0.47
H -0.52 3.21 -0.06
O 1.41 -3.28 -0.08
H 1.56 -4.06 -0.61
H 1.99 -3.38 0.67

Properties
**E**: -22228.6933 eV
**Frontier orbital gap**: 9.892 eV
**Energy above the lowest of the compared OMol25 structures with the same formula, charge and spin**: 0.596 eV
**Total charge**: 0

***

This record from the Open Molecules 2025 dataset describes a structure of composition H18O11V. The level of theory is the ωB97M-V functional and the def2-TZVPD basis.

CARTESIAN COORDINATES (ANGSTROEM)
O -1.20 0.33 1.94
V -1.60 -0.11 0.51
O -0.20 -0.55 -0.28
O 3.83 -4.80 1.17
H 3.85 -5.18 0.30
H 3.88 -3.85 1.02
O -5.92 0.22 1.64
H -6.45 0.91 2.04
H -6.26 -0.60 2.00
O 1.47 3.57 5.05
H 0.72 3.37 5.60
H 1.39 2.97 4.30
O -1.73 3.58 -1.76
H -0.79 3.74 -1.87
H -2.15 4.37 -2.08
O 2.94 3.61 0.28
H 3.23 3.85 -0.61
H 3.43 4.21 0.85
O -2.90 -4.26 0.72
H -3.28 -4.88 0.10
H -2.53 -4.82 1.41
O -4.43 -0.68 -3.27
H -4.73 -1.47 -3.71
H -5.05 0.00 -3.53
O 5.55 -0.33 1.10
H 6.39 -0.05 1.46
H 4.93 0.35 1.35
O 2.60 -1.28 -5.62
H 2.18 -1.77 -4.92
H 2.86 -0.45 -5.20

Properties
**E**: -48491.4258 eV
**Frontier orbital gap**: 5.278 eV
**Energy above the lowest of the compared OMol25 structures with the same formula, charge and spin**: 6.278 eV
**Total charge**: +1

***

This record from the Open Molecules 2025 dataset describes a cluster of 9 separate species, H18O9 in total. The level of theory is the ωB97M-V functional and the def2-TZVPD basis.

CARTESIAN COORDINATES (ANGSTROEM)
O -1.61 0.97 1.08
H -1.36 1.57 1.78
H -2.50 0.86 1.26
O 0.38 -0.71 0.20
H -0.44 -0.21 0.36
H 0.36 -1.35 -0.40
O 3.30 -0.69 -0.45
H 2.51 -0.44 -0.04
H 3.62 0.31 -0.53
O -0.09 -2.25 2.38
H 0.09 -1.68 1.69
H -1.13 -2.29 2.49
O 1.08 2.72 -0.23
H 0.80 2.42 0.55
H 1.79 3.40 -0.13
O -0.05 1.98 2.92
H -0.26 2.11 3.87
H -0.11 1.12 2.94
O -1.51 -0.56 -3.08
H -1.49 -1.19 -2.26
H -1.87 -0.95 -3.93
O -0.85 -2.60 -1.21
H -0.31 -3.14 -1.52
H -1.68 -3.08 -0.84
O 0.57 1.42 -2.62
H 0.63 1.66 -1.74
H 0.11 0.61 -2.54

Properties
**E**: -18717.2261 eV
**SMILES**: O.O.O.O.O.O.O.O.O
**Frontier orbital gap**: 9.609 eV
**Energy above the lowest of the compared OMol25 structures with the same formula, charge and spin**: 4.909 eV
**Total charge**: 0

***

The lowest E belongs to which entry?
H18Na4O13S

***

Which formula does entry 5 have?
H17O8

***

What is the formula in the third record?
H16O8Pb